Entry from the Open Molecules 2025 dataset: a structure of composition C51H45Cl2N3O3P2S5SbSc in a non-equilibrium geometry (ωB97M-V/def2-TZVPD).

- multiplicity = 2
- expectation value of S² = 0.76
- HOMO-LUMO gap (spin up / spin down) (eV) = 7.58 / 5.05
- LUMO energy (spin up / spin down) (hartree) = 0.078 / -0.015
- relative energy (zero: lowest compared OMol25 entry of this formula, charge and spin) (kJ/mol) = 128.3
- HOMO (spin up / spin down) (eV) = -5.4 / -5.5
- electronic energy (hartree) = -6955.6877
- net charge = -1
- molecular weight (g mol⁻¹) = 1207.8

Last column: Löwdin charge in e.
Cartesian coordinates (Å):
Sc 1.7709 -1.7253 0.6364  0.164
S 2.7922 2.7291 2.1600  -0.085
Sb 2.8791 0.5287 2.8310  0.366
S 0.6933 -0.2585 2.2830  0.021
S 3.9796 -0.6543 1.0042  -0.036
Cl 3.1076 -2.3712 -3.4806  0.712
C 1.5292 -3.0818 -3.6807  -0.671
C 1.1941 -3.1654 -4.9914  -0.169
C 0.0761 -3.8610 -5.3835  -0.114
C -0.7066 -4.4074 -4.4478  -0.162
C -0.3994 -4.3029 -3.1054  -0.689
Cl -1.3805 -5.2349 -2.0432  0.668
C 0.6930 -3.5330 -2.6183  -0.704
S 1.1159 -3.6213 -0.9369  0.591
H 1.8955 -2.8015 -5.7015  0.082
H -0.1174 -4.0255 -6.4560  0.115
H -1.5330 -4.9961 -4.7372  0.086
C -2.9878 1.9832 1.5250  -0.392
C -2.0691 1.8010 2.7393  -0.491
P -2.4136 0.2695 3.6753  1.044
C -3.7637 0.9567 4.7733  -0.373
C -4.9954 0.3437 4.8354  -0.131
C -5.9905 0.8428 5.6572  -0.095
C -5.7085 1.9598 6.4488  -0.084
C -4.4569 2.6249 6.3950  -0.081
C -3.5175 2.1284 5.5430  -0.103
C -1.1159 0.4745 5.0144  -0.412
C -0.0887 1.4358 5.0587  -0.165
C 0.7568 1.5636 6.1508  -0.103
C 0.5975 0.7249 7.2615  -0.090
C -0.4108 -0.2575 7.2539  -0.088
C -1.2465 -0.3326 6.1517  -0.117
P -2.2585 0.9987 0.0928  1.076
C -3.5857 0.9340 -1.1303  -0.408
C -3.4157 -0.1134 -2.1100  -0.090
C -4.2777 -0.1956 -3.1770  -0.092
C -5.3073 0.7663 -3.3748  -0.094
C -5.4860 1.7652 -2.4373  -0.101
C -4.6172 1.8022 -1.3609  -0.135
C -1.3425 2.4880 -0.6493  -0.338
C -0.1812 2.8453 0.0353  -0.144
C 0.6502 3.8500 -0.4042  -0.129
C 0.3210 4.5305 -1.5364  -0.118
C -0.8528 4.2400 -2.2080  -0.102
C -1.6668 3.1888 -1.8298  -0.079
H -3.0568 3.0486 1.3265  0.082
H -3.9423 1.5608 1.5454  0.035
H -0.9760 1.6683 2.4365  -0.019
H -2.0824 2.7024 3.3836  0.082
H -5.2334 -0.5534 4.2086  0.113
H -6.9869 0.4365 5.5080  0.099
H -6.4129 2.3136 7.0852  0.055
H -4.2957 3.4965 7.0683  0.113
H -2.4949 2.5731 5.5032  0.110
H -0.0079 2.1141 4.1912  0.083
H 1.5387 2.3054 6.1842  0.096
H 1.3342 0.7722 8.0753  0.098
H -0.5628 -0.9327 8.0543  0.083
H -2.1423 -1.0420 6.2154  0.128
H -2.6402 -0.8132 -1.9043  0.076
H -4.2380 -1.0324 -3.8596  0.095
H -5.8923 0.5990 -4.3156  0.109
H -6.2350 2.5533 -2.5762  0.105
H -4.6082 2.6615 -0.6832  0.109
H -0.0201 2.2293 0.9787  0.051
H 1.5643 4.1409 0.1629  0.066
H 0.9120 5.3969 -1.8538  0.111
H -0.9946 4.6875 -3.1839  0.099
H -2.4830 2.9612 -2.4932  0.092
C 5.2238 0.1707 -2.3198  -0.096
C 5.0115 1.6943 -2.5580  -0.195
C 4.0323 2.2873 -1.5006  -0.164
N 2.7228 1.5989 -1.3566  0.058
C 1.9723 0.9380 -2.1993  -0.733
S 0.8436 -0.2280 -1.8397  0.706
N 2.0169 1.2024 -3.6341  0.117
C 2.0833 2.3926 -4.2219  -0.469
O 2.4467 3.4180 -3.6440  0.078
C 1.7478 2.2210 -5.6391  -0.158
C 2.8062 2.0796 -6.5210  -0.047
C 2.6241 1.6201 -7.7847  -0.081
C 1.2967 1.4436 -8.2293  -0.091
C 0.2277 1.6759 -7.3932  -0.095
C 0.4255 2.0818 -6.0871  -0.008
H 6.0922 -0.1817 -2.8359  0.065
H 4.3405 -0.3816 -2.6242  -0.012
H 5.3494 0.0757 -1.2605  0.007
H 4.6036 1.9180 -3.5328  0.072
H 5.9543 2.2127 -2.4971  0.100
H 3.9495 3.3554 -1.5504  0.101
H 4.4797 2.1448 -0.5094  0.090
H 2.6045 1.3301 -0.3850  0.034
H 1.6316 0.3979 -4.1554  0.128
H 3.8048 2.4271 -6.2058  0.132
H 3.4763 1.6047 -8.4825  0.112
H 1.1297 1.0647 -9.2709  0.114
H -0.7897 1.6235 -7.7821  0.108
H -0.3925 2.1106 -5.3808  0.121
O 3.9747 -4.4739 1.2065  0.070
C 2.8961 -4.5442 1.7483  -0.472
N 1.8733 -3.6097 1.7757  -0.055
C 0.8666 -3.9827 2.6577  -0.469
O -0.1167 -3.3744 2.9650  0.062
C 1.2409 -5.3151 3.2644  -0.068
C 0.6732 -6.1072 4.2536  0.023
C 1.5259 -7.1667 4.6887  -0.107
C 2.7861 -7.4083 4.2705  -0.105
C 3.2555 -6.6059 3.2376  -0.023
C 2.4867 -5.6084 2.7288  -0.104
H -0.2420 -6.0209 4.7636  0.095
H 1.1277 -7.8921 5.4471  0.111
H 3.4252 -8.1541 4.7342  0.103
H 4.3095 -6.7180 2.8763  0.134

Cartesian forces (eV/Å) of the 6 atoms listed first:
Sc -0.02 -0.52 -0.46
S 0.18 0.40 0.14
Sb -0.22 -0.52 -0.90
S 0.20 -0.21 0.07
S -0.27 0.12 0.43
Cl 0.02 -0.03 0.79

***

Entry from the Open Molecules 2025 dataset: a structure of composition C51H46Br2F3N7RbSb (ωB97M-V/def2-TZVPD).

- HOMO-LUMO gap (eV) = 5.31
- LUMO energy (hartree) = -0.020
- relative energy (zero: lowest compared OMol25 entry of this formula, charge and spin) (kJ/mol) = 0.0
- HOMO (eV) = -5.9
- electronic energy (hartree) = -8066.2971
- molecular weight (g mol⁻¹) = 1181.0

Last column: Löwdin charge in e.
Cartesian coordinates (Å):
Rb -0.9986 -0.5964 0.6434  0.661
C -2.8230 2.6815 0.9232  -0.211
C -2.5450 2.3395 2.3841  -0.182
N -2.5135 0.8987 2.6565  -0.110
C -3.8030 0.2868 2.9194  -0.160
C -4.6150 0.0085 1.6634  -0.263
C -5.9992 0.1391 1.6739  -0.017
C -6.7025 -0.1228 0.5129  -0.047
C -6.0060 -0.4688 -0.6354  -0.019
C -4.6252 -0.5734 -0.5662  -0.295
C -3.7974 -0.8884 -1.7987  -0.167
N -2.6530 0.0122 -1.9067  -0.086
C -3.0163 1.4328 -2.0262  -0.191
C -1.9897 2.3395 -1.3555  -0.221
N -1.8458 2.0422 0.0600  -0.138
N -3.9523 -0.3696 0.5704  0.103
H -2.8168 3.7783 0.8222  0.123
H -3.8290 2.3520 0.6403  0.105
H -3.2837 2.8514 3.0173  0.119
H -1.5613 2.7313 2.6507  0.109
H -1.8834 0.7224 3.4297  0.089
H -4.4265 0.8897 3.5957  0.118
H -3.6280 -0.6681 3.4247  0.130
H -6.5065 0.4565 2.5758  0.114
H -7.7808 -0.0275 0.4920  0.110
H -6.5185 -0.6302 -1.5751  0.113
H -4.4644 -0.8606 -2.6707  0.119
H -3.4191 -1.9134 -1.7207  0.120
H -2.0801 -0.2585 -2.6980  0.098
H -3.9869 1.5798 -1.5468  0.108
H -3.1390 1.7345 -3.0734  0.120
H -2.2823 3.3856 -1.5399  0.124
H -1.0256 2.1828 -1.8437  0.078
H -0.9055 2.2673 0.3985  0.048
Br 3.4208 -6.9195 2.2679  0.790
C 2.2675 -5.4519 2.0503  -0.681
C 2.7725 -4.1692 2.0500  -0.087
C 1.8673 -3.1377 1.8543  -0.120
N 0.5603 -3.3202 1.6779  0.098
C 0.0856 -4.5627 1.7114  -0.205
C 0.9101 -5.6671 1.8845  -0.061
C -1.4091 -4.7205 1.5493  -0.201
C -2.0255 -5.9475 1.7590  -0.058
C -3.3967 -6.0281 1.5997  -0.680
Br -4.2696 -7.6705 1.8758  0.785
C -4.1204 -4.9080 1.2480  -0.092
C -3.4119 -3.7295 1.0694  -0.110
N -2.0915 -3.6283 1.2131  0.101
H 3.8264 -3.9712 2.1802  0.112
H 2.2218 -2.1124 1.8266  0.112
H 0.5267 -6.6759 1.8786  0.098
H -1.4687 -6.8235 2.0535  0.099
H -5.1928 -4.9407 1.1213  0.107
H -3.9353 -2.8183 0.8053  0.091
C 0.6460 1.0783 5.4643  -0.128
C 0.6160 0.1258 4.4525  -0.124
C 0.7753 0.4936 3.1255  -0.121
C 0.9844 1.8349 2.7208  -0.346
C 1.0235 2.7827 3.7742  -0.055
C 0.8536 2.4072 5.0962  -0.104
N 1.0346 2.1119 1.3889  -0.007
C 1.6901 3.2148 0.9017  -0.346
C 2.8532 3.7826 1.4730  -0.062
C 3.5831 4.7553 0.8153  -0.106
C 3.2017 5.2288 -0.4398  -0.119
C 2.0488 4.7104 -1.0083  -0.115
C 1.3057 3.7363 -0.3520  -0.080
H 0.5232 0.7967 6.5014  0.087
H 0.4643 -0.9207 4.6981  0.099
H 0.7420 -0.2681 2.3577  -0.003
H 1.1649 3.8284 3.5290  0.105
H 0.8764 3.1736 5.8632  0.097
H 3.2013 3.4070 2.4281  0.105
H 4.4849 5.1407 1.2786  0.100
H 3.7847 5.9835 -0.9506  0.091
H 1.7169 5.0705 -1.9775  0.096
H 0.4027 3.3543 -0.8134  0.065
F 7.4124 3.1302 -1.5679  0.053
C 6.1935 2.5495 -1.5307  -0.281
C 5.4592 2.4729 -2.6950  -0.007
C 4.2034 1.8783 -2.6487  -0.114
C 3.6973 1.3737 -1.4536  -0.381
C 4.4705 1.4810 -0.2983  -0.124
C 5.7288 2.0640 -0.3269  -0.006
Sb 1.8315 0.3695 -1.2538  1.523
C 1.0450 0.7950 -3.2274  -0.374
C 0.8633 2.1099 -3.6640  -0.136
C 0.2332 2.3956 -4.8694  -0.001
C -0.2309 1.3434 -5.6317  -0.287
F -0.8500 1.6082 -6.8019  0.054
C -0.0802 0.0290 -5.2423  -0.013
C 0.5662 -0.2348 -4.0386  -0.120
C 2.6036 -1.5643 -1.8550  -0.381
C 1.8898 -2.6978 -1.4695  -0.157
C 2.3003 -3.9831 -1.8129  -0.010
C 3.4549 -4.1124 -2.5519  -0.283
F 3.8788 -5.3492 -2.8884  0.055
C 4.1993 -3.0219 -2.9597  -0.003
C 3.7649 -1.7512 -2.6082  -0.091
H 5.8649 2.8752 -3.6137  0.118
H 3.6304 1.8078 -3.5655  0.096
H 4.0815 1.1309 0.6528  0.102
H 6.3326 2.1642 0.5648  0.122
H 1.2153 2.9358 -3.0538  0.083
H 0.0976 3.4116 -5.2165  0.122
H -0.4454 -0.7650 -5.8808  0.118
H 0.7067 -1.2703 -3.7443  0.094
H 0.9862 -2.5990 -0.8769  0.063
H 1.7489 -4.8648 -1.5112  0.119
H 5.1009 -3.1764 -3.5380  0.120
H 4.3536 -0.8962 -2.9210  0.097

Cartesian forces (eV/Å) of the 6 atoms listed first:
Rb -0.24 -0.43 -0.04
C -0.01 -0.15 -0.04
C 0.05 -0.11 -0.04
N -0.18 0.10 0.15
C 0.01 0.00 -0.10
C 0.17 0.00 -0.03

***

Q: Look up the electronic energy of the second one.
A: -8066.2971 hartree